1.
ORCA calculation (ωB97M-V with the def2-TZVPD basis set) on a 8-piece molecular cluster, C33H75N3O5 overall at a distorted geometry.

Results
Spin multiplicity: 1
Frontier orbital gap: 0.31518 Ha
SMILES: CCN(CC)CC.CCN(CC)CC.CCN(CC)CC.CC(C)=O.CC(C)=O.CC(C)=O.CC(C)=O.CC(C)=O
Electronic energy: -1842.596063 Eh

Last column: Löwdin charge in e.
Cartesian coordinates (Å):
C 2.893499 0.766649 -0.559161  -0.073
C 2.148839 0.013089 0.581769  -0.273
N 0.741499 0.208479 0.605659  -0.186
C 0.086969 -0.466341 -0.446201  -0.312
C -1.426571 -0.443971 -0.225741  -0.075
C 0.534409 1.713979 0.641739  -0.227
C -0.291981 1.951059 1.926859  -0.084
H 3.970579 0.611779 -0.622521  0.068
H 2.760069 1.845429 -0.478351  0.050
H 2.424179 0.481499 -1.500711  0.062
H 2.337819 -1.060391 0.586629  0.110
H 2.603829 0.187829 1.556729  0.111
H 0.329199 -0.183381 -1.470581  0.105
H 0.424689 -1.495511 -0.568101  0.117
H -1.903741 -0.795611 -1.140481  0.076
H -1.647621 -0.875031 0.750699  0.080
H -1.692991 0.612939 -0.234441  0.054
H -0.057971 1.992139 -0.229931  0.108
H 1.383359 2.392809 0.722739  0.098
H 0.368239 1.675489 2.749219  0.072
H -1.178591 1.325599 1.822889  0.054
H -0.525871 3.009849 2.038039  0.066
C 4.701599 -3.950851 -3.349191  -0.101
C 4.469239 -5.434051 -3.149361  -0.218
N 5.391179 -6.168701 -2.203781  -0.181
C 5.060259 -6.195421 -0.839481  -0.296
C 3.621629 -6.761401 -0.505701  -0.066
C 6.787939 -5.736121 -2.330011  -0.274
C 7.326579 -6.031971 -3.736191  -0.086
H 4.655049 -3.378731 -2.422581  0.077
H 3.990259 -3.422561 -3.984011  0.077
H 5.695159 -3.762681 -3.756071  0.052
H 3.513929 -5.335371 -2.633851  0.082
H 4.168249 -6.077501 -3.976081  0.116
H 5.712319 -6.942651 -0.387191  0.110
H 5.193969 -5.215521 -0.381221  0.113
H 2.939889 -6.010391 -0.904851  0.046
H 3.552789 -7.677261 -1.092701  0.075
H 3.471369 -6.902331 0.564649  0.068
H 7.381789 -6.179921 -1.530961  0.111
H 6.999459 -4.668621 -2.268281  0.098
H 6.638719 -5.506041 -4.398271  0.054
H 7.333269 -7.087021 -4.009891  0.072
H 8.370619 -5.724781 -3.797101  0.072
C -10.874431 -0.416001 -2.344601  -0.086
C -9.859531 0.551559 -1.707731  -0.230
N -8.536321 0.632579 -2.362141  -0.201
C -8.499451 1.144179 -3.761451  -0.223
C -8.721971 2.689059 -3.725571  -0.096
C -7.843151 -0.638351 -2.440141  -0.248
C -7.811541 -1.411571 -0.978031  -0.060
H -10.665591 -1.459081 -2.106971  0.063
H -11.160381 -0.296911 -3.389661  0.065
H -11.869811 -0.312661 -1.912581  0.065
H -10.165171 1.594639 -1.789401  0.097
H -9.757581 0.328209 -0.645741  0.104
H -7.447561 1.044349 -4.029171  0.110
H -9.254711 0.670809 -4.388831  0.106
H -9.696731 3.048139 -3.395401  0.057
H -7.943411 3.203769 -3.162521  0.069
H -8.640271 3.166819 -4.701871  0.059
H -6.785001 -0.511951 -2.669121  0.095
H -8.132431 -1.313111 -3.245831  0.101
H -7.492251 -0.684731 -0.231121  0.060
H -7.166041 -2.265241 -0.771451  0.057
H -8.843161 -1.662081 -0.730871  0.036
C -2.457781 10.879549 -2.168901  -0.020
C -1.979461 10.035689 -0.968071  -0.486
C -2.412151 8.629189 -0.670901  -0.022
O -1.261571 10.679989 -0.220341  0.037
H -3.516661 10.795609 -1.924351  0.082
H -2.098021 10.409849 -3.084361  0.076
H -2.068641 11.896919 -2.128501  0.080
H -2.595011 8.064899 -1.585371  0.081
H -3.250511 8.578129 0.023829  0.088
H -1.637401 8.201219 -0.034751  0.085
C -1.615491 -4.281991 5.500739  -0.024
C -2.243711 -3.067571 6.135919  -0.508
C -2.447901 -1.860201 5.332829  -0.039
O -2.568551 -3.084021 7.315769  0.057
H -2.026081 -4.429781 4.501899  0.081
H -1.834111 -5.134321 6.144039  0.082
H -0.526111 -4.266411 5.467569  0.087
H -2.671231 -0.973911 5.926739  0.085
H -3.318911 -1.948961 4.683549  0.092
H -1.575911 -1.575311 4.744129  0.086
C 8.826289 -1.598941 1.558999  -0.041
C 8.102429 -1.105151 2.723219  -0.499
C 8.761359 0.040599 3.540979  -0.017
O 7.098959 -1.687081 3.094189  0.060
H 8.793149 -0.832611 0.784559  0.093
H 8.515039 -2.588661 1.224819  0.091
H 9.893299 -1.647181 1.776439  0.084
H 9.805149 -0.184681 3.759729  0.075
H 8.274289 0.235649 4.496399  0.076
H 8.700789 0.956799 2.953609  0.077
C 2.590249 0.824499 8.996409  -0.029
C 3.959969 0.487169 9.475119  -0.515
C 4.854669 1.691349 9.691659  -0.030
O 4.368109 -0.623631 9.765259  0.063
H 2.220289 -0.073991 8.502499  0.087
H 2.617839 1.578119 8.209389  0.080
H 1.952809 1.202289 9.795799  0.094
H 4.410379 1.992159 10.640459  0.090
H 4.855139 2.463989 8.922819  0.079
H 5.874439 1.364099 9.894329  0.081
C -0.605521 3.299969 -7.468161  -0.019
C -1.625071 2.794719 -6.359321  -0.422
C -2.074251 3.795709 -5.226971  -0.024
O -2.089411 1.660709 -6.395651  0.041
H -0.667551 2.526669 -8.233831  0.065
H 0.431669 3.457039 -7.172081  0.077
H -1.173471 4.052949 -8.014571  0.071
H -2.848481 3.267779 -4.670211  0.068
H -2.515861 4.682859 -5.680871  0.071
H -1.292121 4.017299 -4.500831  0.072

Force components x, y, z for each atom (eV/Å):
-0.395 -0.278 0.167
2.146 -0.880 0.224
1.402 2.367 0.450
-1.247 -1.141 -1.149
0.970 1.058 -0.868
-2.260 -0.825 1.158
0.582 0.267 -0.981
-0.080 -0.393 0.145
0.043 -0.095 0.080
0.256 -0.049 -0.182
0.024 -0.297 -0.839
-0.122 0.968 0.213
-0.091 1.159 -0.345
0.149 -0.381 1.018
-0.377 -0.761 0.500
-0.456 -0.273 -0.407
-0.323 0.085 0.390
0.113 0.240 -0.159
0.387 -0.765 -0.329
-0.419 -0.276 0.216
-0.002 0.220 0.663
-0.301 0.031 0.043
1.306 0.662 -0.617
-1.418 -0.197 2.181
0.642 0.924 -2.470
-1.808 -1.003 1.991
1.413 1.201 -1.239
0.378 -0.638 -1.180
-0.104 -0.627 0.592
0.069 -0.361 0.353
-0.187 -0.537 -0.290
0.005 0.279 -0.186
-0.203 -0.751 0.273
0.804 0.398 -0.536
0.456 0.392 0.258
0.066 0.214 0.541
-0.535 -0.362 0.316
-0.389 -0.131 0.282
0.064 -0.055 -0.179
-0.060 -0.314 -0.122
-0.638 0.541 0.663
0.597 0.013 -0.481
-0.313 -0.107 0.164
-0.148 0.474 -0.304
-0.938 -0.108 0.580
0.132 0.607 -1.484
0.454 -1.230 -0.524
-0.503 2.456 2.075
0.048 0.174 -0.666
1.502 -2.054 2.815
-0.796 1.538 -1.209
0.444 -0.057 -0.414
0.881 0.050 -0.273
-0.029 0.426 0.611
-0.679 -0.107 0.247
0.205 -0.005 -0.141
-0.344 -0.517 -0.674
0.379 -0.289 -0.381
-0.062 -0.401 0.396
-0.071 -0.320 0.428
0.070 -0.425 -0.462
0.129 0.639 -0.011
-0.844 -0.235 -0.001
-0.072 0.317 -0.086
-0.012 -0.137 -0.961
0.114 -0.321 0.135
0.075 -1.754 0.852
1.271 2.930 0.111
0.394 -0.031 0.262
-0.067 -1.290 0.612
-0.503 0.483 -1.263
-0.764 -0.084 -0.267
-0.159 -0.267 0.370
-0.079 -0.144 0.235
-0.502 0.364 -0.443
0.333 -0.209 -0.469
-0.320 -0.461 0.265
0.219 -0.536 1.976
-0.216 1.755 -0.728
0.204 -0.136 -0.900
0.199 -0.109 -0.068
-0.248 -0.033 -0.147
0.027 0.533 -0.223
0.013 -0.292 0.460
0.122 -0.331 -0.329
0.008 -0.378 -0.319
1.421 0.091 -1.112
-0.634 -0.521 2.300
-0.613 -0.296 -0.381
0.290 0.841 -0.001
-0.256 -0.161 -0.404
-0.338 0.347 -0.057
0.137 -0.082 0.184
0.043 -0.022 -0.278
-0.288 -0.285 -0.197
0.226 0.087 -0.066
-0.294 -0.684 -0.972
1.598 -0.073 0.026
0.198 -0.799 0.419
-0.887 0.670 -0.395
-0.557 -0.033 0.441
0.191 0.238 0.170
-0.046 -0.270 0.014
0.267 0.971 0.115
-0.389 -0.027 0.213
-0.082 0.002 -0.031
-2.289 -1.572 0.093
0.417 -0.399 0.393
-0.186 -1.440 -0.844
0.737 1.859 -0.047
0.552 -0.489 0.240
-0.399 0.528 0.090
0.704 1.033 0.430
-0.088 0.060 -0.066
0.301 0.164 0.123
0.252 0.253 -0.403

2.
ORCA calculation (ωB97M-V with the def2-TZVPD basis set) on a 3-piece molecular cluster, C6H10 overall at a distorted geometry.

Results
Spin multiplicity: 1
Frontier orbital gap: 0.31428 Ha
Electronic energy: -234.451182 Eh

Last column: natural (NBO) charge in e.
Cartesian coordinates (Å):
C 0.897737 0.410884 -0.832675  -0.394
C 0.540947 1.377009 0.314908  -0.437
C -0.128073 0.530447 1.365304  -0.209
C -1.090009 -0.252788 0.882253  -0.029
C -1.395987 -0.565896 -0.362834  -0.193
C -0.291556 -0.407657 -1.329362  -0.444
H 1.670775 -0.269336 -0.472959  0.206
H 1.337211 0.972825 -1.661800  0.219
H -0.133953 2.146435 -0.050666  0.215
H 1.441089 1.871041 0.693917  0.218
H 0.263836 0.435566 2.371391  0.215
H 0.352537 -2.274770 2.061198  -0.031
H -0.352718 -1.846406 1.675147  0.009
H -2.356385 -0.822817 -0.778839  0.213
H -0.761219 0.068621 -2.181483  0.220
H 0.005770 -1.373157 -1.693498  0.221

Force components x, y, z for each atom (eV/Å):
0.212 -0.046 0.108
-0.267 0.494 0.065
-0.364 -0.237 0.302
-0.161 0.851 -0.058
-0.311 0.006 0.600
0.535 -0.328 -0.649
0.050 0.002 0.051
-0.070 -0.048 0.028
-0.043 0.219 -0.114
-0.158 -0.063 -0.003
0.336 -0.284 -0.195
-2.597 1.434 -1.325
2.787 -2.000 1.666
-0.378 0.263 0.248
-0.116 0.298 -0.367
0.543 -0.562 -0.357

What are the energy above the lowest of the compared OMol25 structures with the same formula, charge and spin values for these records? In order: 59.1 95.0 kcal per mole.